Density functional theory data (the ωB97M-V functional and the def2-TZVPD basis) for C4H8N2O in the gas phase at a distorted geometry.

Summary:
- HOMO (spin up / spin down) (eV) = -7.836 / -7.835
- E_tot (Ha) = -341.8239
- spin multiplicity = 1

Atoms and positions in Å:
C  -0.378  0.400  -1.720
C  -1.069  0.385  -0.334
C  0.625  -0.153  2.583
C  0.906  -0.327  -1.577
N  -0.022  -0.188  1.446
N  -0.163  0.798  0.605
O  1.175  -1.466  -1.258
H  -0.989  -0.150  -2.591
H  -0.268  1.375  -2.103
H  -1.999  0.968  -0.335
H  -1.271  -0.748  -0.103
H  1.120  0.795  2.874
H  1.053  -1.099  3.028
H  1.670  0.485  -1.665
H  -0.389  -1.075  1.150

=====

Density functional theory data (the ωB97M-V functional and the def2-TZVPD basis) for a molecular structure, C4H8N2O at a distorted geometry.

Summary:
- HOMO (spin up / spin down) (eV) = -8.148 / -8.147
- E_tot (Ha) = -341.7112
- spin multiplicity = 1

Atoms and positions in Å:
C  -0.683  0.943  -0.576
C  0.013  2.123  -0.744
O  -1.201  0.590  0.690
H  -2.057  1.040  0.805
H  -1.554  0.890  -1.242
H  -0.213  2.792  -1.559
H  1.048  2.225  -0.460
C  0.421  -1.156  1.410
C  0.896  -0.628  -0.356
N  0.274  -2.278  1.892
N  0.706  -1.356  -1.378
H  0.136  -3.064  1.252
H  -0.293  -1.415  -1.592
H  0.550  -0.273  2.029
H  1.959  -0.434  -0.172

=====

Density functional theory data (the ωB97M-V functional and the def2-TZVPD basis) for 2 unconnected molecules or ions with the total composition C4H8N2O at a distorted geometry.

Summary:
- SMILES string = [H]/N=C\C.C=NC=O
- HOMO (eV) = -9.899
- E_tot (Ha) = -341.8694
- spin multiplicity = 1

Atoms and positions in Å:
H  -1.564  1.652  0.577
N  -1.515  0.872  -0.084
C  -0.294  0.775  -0.600
C  0.666  1.934  -0.506
H  -0.195  0.205  -1.536
H  1.690  1.576  -0.637
H  0.563  2.445  0.453
H  0.460  2.631  -1.322
C  1.149  -1.753  0.334
N  0.207  -1.101  0.916
C  -1.094  -1.637  0.835
O  -1.436  -2.488  0.032
H  2.206  -1.535  0.514
H  0.946  -2.413  -0.522
H  -1.788  -1.163  1.545

=====

Density functional theory data (the ωB97M-V functional and the def2-TZVPD basis) for C4H8N2O in the gas phase.

Summary:
- HOMO (spin up / spin down) (eV) = -7.497 / -7.498
- E_tot (Ha) = -341.8174
- spin multiplicity = 1

Atoms and positions in Å:
C  1.897  -0.006  0.443
C  0.714  -0.174  -0.494
O  0.106  -1.465  -0.358
C  -1.196  -0.953  -0.074
N  -2.186  -1.581  0.453
C  -0.509  0.527  0.016
N  -0.883  1.797  -0.055
H  1.588  -0.178  1.478
H  2.326  0.999  0.356
H  2.666  -0.739  0.181
H  1.016  -0.001  -1.538
H  -1.859  -2.442  0.886
H  -1.463  -0.337  -1.035
H  -0.573  2.430  -0.785
H  -1.644  2.123  0.525

=====

Density functional theory data (the ωB97M-V functional and the def2-TZVPD basis) for C4H8N2O in the gas phase.

Summary:
- SMILES string = C[C@@]1(C(N)=O)CN1
- HOMO (eV) = -9.616
- E_tot (Ha) = -341.9370
- spin multiplicity = 1

Atoms and positions in Å:
C  -1.240  -1.160  0.268
C  -0.230  -0.033  0.054
C  1.219  -0.503  0.028
N  2.182  0.455  0.115
O  1.487  -1.690  -0.071
C  -0.755  0.831  -1.029
N  -0.323  1.428  0.211
H  -2.109  -0.901  0.876
H  -1.616  -1.436  -0.728
H  -0.721  -2.037  0.645
H  1.962  1.433  0.226
H  3.140  0.151  0.029
H  -0.192  0.895  -1.949
H  -1.838  0.740  -1.143
H  -1.094  1.793  0.758

=====

Density functional theory data (the ωB97M-V functional and the def2-TZVPD basis) for 2 unconnected molecules or ions with the total composition C4H8N2O.

Summary:
- SMILES string = NC(=O)CN1C=C1.[H][H]
- HOMO (eV) = -8.559
- E_tot (Ha) = -341.8111
- spin multiplicity = 1

Atoms and positions in Å:
N  -0.532  1.301  -0.459
C  -0.547  1.063  0.896
O  -1.466  1.441  1.596
C  0.646  0.285  1.449
N  0.722  -1.160  1.080
C  0.320  -1.477  -0.326
C  1.577  -1.428  -0.112
H  -1.220  1.957  -0.805
H  0.319  1.196  -0.989
H  1.572  0.801  1.152
H  0.558  0.334  2.536
H  -0.594  -1.691  -0.857
H  2.626  -1.546  -0.328
H  -2.146  -0.760  -2.671
H  -1.835  -0.315  -2.162

=====

Energy above the lowest of the compared OMol25 structures with the same formula, charge and spin, record by record: 112.79 183.52 84.23 116.88 41.83 120.82 kcal per mole